Entry 1:
Computed, not measured: C22H16FN4O6Ru as an isolated structure, with ωB97M-V/def2-TZVPD.

ORCA input file:
```
! wB97M-V def2-TZVPD RIJCOSX def2/J DEFGRID3
* xyz -1 1
Ru -0.701 0.220 0.093
O 4.235 -0.577 4.970
C 3.366 0.310 4.983
O 3.140 1.225 5.790
C 2.422 0.299 3.744
C 2.661 -0.541 2.667
C 1.809 -0.544 1.580
N 0.724 0.242 1.535
C 0.485 1.079 2.571
C 1.305 1.126 3.676
C -0.732 1.968 2.401
O -1.126 2.703 3.279
O -1.303 1.836 1.231
H 3.520 -1.196 2.711
H 1.955 -1.198 0.732
H 1.094 1.810 4.487
N -2.008 -0.855 1.600
N -2.268 -2.148 1.123
C -1.836 -2.496 -0.179
O -2.284 -3.492 -0.712
O -0.943 -1.707 -0.685
H -1.574 -0.897 2.517
H -2.822 -0.248 1.636
H -3.113 -2.601 1.431
F -4.843 -2.030 -2.574
C -3.940 -1.075 -2.299
C -4.140 -0.275 -1.199
C -3.191 0.709 -0.926
C -2.061 0.863 -1.743
C -0.996 1.763 -1.285
C -1.914 0.024 -2.868
C -2.850 -0.937 -3.152
H -5.013 -0.426 -0.579
H -3.307 1.371 -0.077
H -1.358 2.598 -0.697
H -0.230 2.055 -1.988
H -1.026 0.117 -3.479
H -2.746 -1.611 -3.990
N 5.504 0.208 -4.041
C 4.539 0.211 -3.415
C 3.337 0.214 -2.635
C 3.054 1.270 -1.768
C 1.879 1.256 -1.045
C 0.945 0.211 -1.130
C 1.260 -0.839 -1.998
C 2.431 -0.837 -2.742
H 3.752 2.090 -1.670
H 1.675 2.086 -0.376
H 0.584 -1.675 -2.098
H 2.648 -1.661 -3.409
*
```

HOMO energy: -5.7331 eV
gap between HOMO and LUMO: 7.134 eV
largest force on an atom: 1.434 eV/Å

=====

Entry 2:
Computed, not measured: C23H34NO2P2TeTm as an isolated structure, with ωB97M-V/def2-TZVPD.

ORCA input file:
```
! wB97M-V def2-TZVPD RIJCOSX def2/J DEFGRID3
* xyz 0 3
C 3.213 0.472 -3.346
C 2.630 0.410 -2.083
N 1.264 0.388 -1.959
C 0.499 0.366 -3.072
C 1.046 0.351 -4.343
C 2.421 0.423 -4.483
C 3.446 0.339 -0.878
P 2.895 -0.397 0.625
Tm 0.263 0.106 0.146
P -1.746 1.018 -1.377
C -1.035 0.285 -2.937
C -0.509 0.606 2.380
C -0.433 -0.440 3.276
C -0.897 -0.238 4.600
C -1.410 1.009 4.981
C -1.479 2.047 4.041
C -1.021 1.830 2.717
O 4.200 2.799 -0.155
O 2.221 3.334 1.288
H 4.304 0.521 -3.415
H 0.367 0.319 -5.206
H 2.872 0.429 -5.464
C 3.639 -2.061 0.545
C 3.800 0.343 2.021
H -1.506 0.834 -3.767
H -1.370 -0.763 -2.989
H 3.855 1.939 -0.520
H 4.512 0.063 -1.095
C -3.405 0.288 -1.255
C -2.075 2.725 -1.913
H -0.031 -1.418 2.987
H -0.843 -1.048 5.323
H -1.755 1.169 5.999
H -1.871 3.017 4.332
H -1.093 2.641 1.984
H 1.255 2.453 0.769
H 2.200 3.222 2.261
H 2.984 3.038 0.783
H 4.108 3.376 -0.938
H 0.511 2.110 0.303
H 4.729 -1.961 0.597
H 3.271 -2.660 1.390
H 3.345 -2.553 -0.390
H 4.875 0.132 1.913
H 3.640 1.426 2.091
H 3.434 -0.116 2.951
H -2.872 2.750 -2.670
H -2.385 3.316 -1.042
H -1.165 3.175 -2.327
H -4.036 0.621 -2.088
H -3.347 -0.810 -1.229
H -3.839 0.625 -0.302
Te -0.172 -2.637 -0.276
C -2.228 -3.092 -0.067
C -2.846 -3.867 -1.075
C -4.180 -4.269 -0.908
C -4.897 -3.907 0.240
C -4.278 -3.129 1.226
C -2.944 -2.715 1.090
H -2.270 -4.151 -1.951
H -4.658 -4.880 -1.680
H -5.923 -4.234 0.369
H -4.835 -2.844 2.124
H -2.442 -2.122 1.850
*
```

⟨S²⟩: 2.002
HOMO energy (spin up / spin down): -7.1889 / -7.1899 eV
gap between HOMO and LUMO (spin up / spin down): 7.399 / 7.426 eV
largest force on an atom: 3.152 eV/Å

=====

Entry 3:
Computed, not measured: a 14-piece molecular cluster, C29H76N18O24 overall, with ωB97M-V/def2-TZVPD.

ORCA input file:
```
! wB97M-V def2-TZVPD RIJCOSX def2/J DEFGRID3
* xyz 0 1
C -5.591 1.899 2.042
C -4.626 1.581 0.815
O -3.909 2.788 0.563
C -2.683 2.701 0.092
O -2.019 1.694 0.016
O -2.239 3.986 -0.366
C -0.812 4.063 -0.602
H -5.101 2.588 2.731
H -5.994 1.054 2.601
H -6.413 2.468 1.609
H -5.269 1.373 -0.041
H -4.212 0.587 0.981
H -0.203 3.542 0.136
H -0.571 5.126 -0.572
H -0.618 3.637 -1.587
C -0.325 2.182 -3.875
C 0.456 0.912 -3.593
O 0.011 -0.233 -4.377
C 0.376 -1.471 -4.164
O -0.164 -2.413 -4.759
O 1.487 -1.609 -3.397
C 1.831 -2.800 -2.799
H -0.444 2.419 -4.933
H 0.392 2.913 -3.501
H -1.285 2.265 -3.365
H 0.274 0.660 -2.548
H 1.544 0.965 -3.553
H 2.911 -2.717 -2.677
H 1.784 -3.551 -3.588
H 1.359 -3.084 -1.858
C 1.284 5.999 5.637
C 1.455 5.137 4.520
O 2.271 5.911 3.618
C 2.374 5.554 2.241
O 1.868 4.635 1.646
O 3.063 6.571 1.555
C 3.314 6.408 0.095
H 0.770 6.925 5.381
H 2.277 6.186 6.045
H 0.797 5.472 6.458
H 0.523 5.096 3.956
H 1.797 4.148 4.825
H 3.428 5.378 -0.242
H 4.164 6.990 -0.263
H 2.452 6.893 -0.362
C -3.020 -1.174 -2.547
C -3.860 0.154 -2.500
O -4.589 0.211 -3.598
C -4.131 0.813 -4.739
O -3.000 0.628 -5.128
O -5.093 1.281 -5.513
C -6.417 1.402 -5.079
H -2.489 -1.329 -1.608
H -2.342 -1.282 -3.394
H -3.673 -2.018 -2.771
H -3.278 1.016 -2.176
H -4.569 0.026 -1.682
H -6.921 0.589 -4.557
H -6.993 1.716 -5.949
H -6.413 2.260 -4.406
C 2.053 0.521 3.353
C 2.440 1.997 3.051
O 3.913 1.903 2.904
C 4.542 2.263 1.814
O 4.138 2.835 0.810
O 5.917 1.945 2.009
C 6.902 2.278 1.009
H 2.275 0.229 4.379
H 2.522 -0.204 2.688
H 0.963 0.496 3.347
H 2.177 2.598 3.922
H 1.809 2.278 2.208
H 6.531 3.173 0.510
H 6.871 1.499 0.248
H 7.857 2.569 1.447
C 1.671 -4.268 2.503
O 1.666 -5.306 3.023
N 1.676 -3.023 3.027
N 1.684 -4.209 1.188
H 2.219 -2.314 2.556
H 1.647 -3.125 4.031
H 1.538 -3.273 0.838
H 1.901 -4.890 0.474
C -2.057 0.835 3.932
O -2.571 -0.264 3.766
N -2.123 1.418 5.084
N -1.348 1.484 3.110
H -2.521 0.921 5.868
H -1.801 2.368 5.207
H -1.102 1.033 2.240
H -0.825 2.219 3.564
C -5.689 -4.342 -1.668
O -4.814 -4.498 -2.464
N -6.688 -3.522 -1.676
N -5.636 -4.753 -0.472
H -6.631 -2.958 -2.512
H -7.166 -3.151 -0.868
H -6.247 -4.319 0.205
H -4.665 -4.825 -0.203
C -3.088 -3.239 1.923
O -3.398 -4.221 1.298
N -3.411 -2.026 1.497
N -2.186 -3.229 2.854
H -4.384 -1.793 1.359
H -2.722 -1.302 1.637
H -2.068 -2.312 3.262
H -1.848 -4.165 3.024
C 3.578 4.239 -2.738
O 2.549 4.562 -2.196
N 4.521 3.594 -2.089
N 3.856 4.566 -4.001
H 5.407 3.298 -2.471
H 4.414 3.665 -1.087
H 3.184 5.162 -4.463
H 4.766 4.787 -4.381
C 4.609 -0.502 -2.469
O 4.963 -1.202 -1.555
N 4.517 -0.858 -3.659
N 4.275 0.723 -2.321
H 4.677 -1.844 -3.811
H 4.116 -0.241 -4.350
H 4.169 1.317 -3.131
H 4.418 0.967 -1.351
C 4.628 -6.964 1.072
O 5.628 -7.536 0.604
N 3.624 -7.514 1.619
N 4.302 -5.726 0.898
H 3.644 -8.513 1.770
H 2.729 -7.080 1.791
H 3.690 -5.305 1.583
H 4.911 -5.100 0.391
C 0.544 -0.521 0.357
O 1.249 -1.484 0.354
N -0.729 -0.567 0.628
N 1.012 0.629 0.118
H -1.215 0.291 0.408
H -1.212 -1.453 0.672
H 0.335 1.376 0.175
H 1.966 0.753 -0.192
C -2.117 -7.238 -0.303
O -1.733 -8.398 -0.423
N -2.544 -6.718 0.773
N -2.146 -6.336 -1.292
H -2.215 -7.260 1.559
H -2.566 -5.709 0.795
H -2.918 -5.684 -1.289
H -1.797 -6.624 -2.195
*
```

HOMO energy: -8.4213 eV
gap between HOMO and LUMO: 7.879 eV
largest force on an atom: 7.963 eV/Å

=====

Entry 4:
Computed, not measured: one molecule with the formula C5H8O2, with ωB97M-V/def2-TZVPD.

ORCA input file:
```
! wB97M-V def2-TZVPD RIJCOSX def2/J DEFGRID3
* xyz 0 1
O 0.036 -0.668 -1.588
C -0.317 -0.234 -0.312
C 0.790 -0.363 0.718
C 2.091 0.274 0.287
O 2.363 0.595 -0.850
C -1.734 -0.525 0.047
C -1.293 0.906 -0.154
H 0.850 -0.191 -1.819
H 0.496 0.083 1.676
H 1.018 -1.419 0.927
H 2.841 0.429 1.089
H -1.992 -0.873 1.044
H -2.309 -0.969 -0.759
H -1.637 1.427 -1.041
H -1.202 1.527 0.735
*
```

HOMO energy: -9.5874 eV
gap between HOMO and LUMO: 10.463 eV
largest force on an atom: 0.546 eV/Å
SMILES: O=CCC1(O)CC1

=====

Entry 5:
Computed, not measured: C5H14N7O2SbSe4V as an isolated structure, with ωB97M-V/def2-TZVPD.

ORCA input file:
```
! wB97M-V def2-TZVPD RIJCOSX def2/J DEFGRID3
* xyz -1 3
V 0.435 0.064 -0.121
Se 1.410 0.903 4.144
Sb 2.793 0.266 2.225
Se 1.543 -1.735 1.173
Se 2.372 1.737 0.153
Se 5.126 -0.183 2.548
C -2.004 2.338 4.057
N -1.360 2.424 2.761
C -0.558 3.613 2.506
C -1.184 1.349 1.972
N -0.708 1.439 0.762
N -1.521 0.137 2.550
C -1.548 -1.105 1.920
N -1.662 -2.125 2.844
N -1.493 -1.229 0.652
H -2.432 3.313 4.287
H -1.285 2.068 4.837
H -2.813 1.612 4.032
H -0.370 4.110 3.455
H -1.067 4.307 1.831
H 0.415 3.330 2.098
H -0.436 2.389 0.531
H -1.206 0.100 3.517
H -1.074 -1.977 3.658
H -1.438 -3.016 2.422
H -1.531 -2.195 0.335
N -1.724 1.455 -2.548
N -1.950 0.102 -2.319
C -0.953 -0.846 -2.189
O -1.274 -2.030 -2.181
O 0.260 -0.357 -2.033
H -2.242 2.014 -1.881
H -1.980 1.716 -3.493
H -2.872 -0.291 -2.443
*
```

⟨S²⟩: 2.028
HOMO energy (spin up / spin down): -4.3233 / -4.3451 eV
gap between HOMO and LUMO (spin up / spin down): 6.586 / 6.601 eV
largest force on an atom: 1.331 eV/Å

=====

Entry 6:
Computed, not measured: a 2-piece molecular cluster, C4H8O2 overall, with ωB97M-V/def2-TZVPD.

ORCA input file:
```
! wB97M-V def2-TZVPD RIJCOSX def2/J DEFGRID3
* xyz 0 1
O -1.065 0.180 -1.633
C -1.628 -0.519 -0.818
C -1.980 0.000 0.511
H -1.944 -1.550 -1.080
H -3.046 0.258 0.616
H -1.849 -0.695 1.346
H -1.440 0.935 0.672
C 2.150 0.394 1.010
C 1.730 -0.028 -0.181
O 1.764 0.693 -1.333
H 2.005 -0.274 1.852
H 2.947 1.126 1.125
H 1.410 -1.060 -0.278
H 0.947 0.539 -1.808
*
```

HOMO energy: -8.9630 eV
gap between HOMO and LUMO: 9.762 eV
largest force on an atom: 1.624 eV/Å
SMILES: C=CO.CC=O

=====

Entry 7:
Computed, not measured: C3H5NO as an isolated structure, with ωB97M-V/def2-TZVPD.

ORCA input file:
```
! wB97M-V def2-TZVPD RIJCOSX def2/J DEFGRID3
* xyz 0 1
C -0.555 -0.650 0.276
C -1.652 -0.652 -0.669
C 1.334 -0.770 0.577
N -1.680 -0.596 0.800
O 1.980 -0.288 -0.553
H -1.928 0.215 -1.196
H -1.947 -1.516 -1.269
H 1.268 -1.939 0.580
H 1.584 -0.298 1.566
H 2.489 0.610 -0.339
*
```

HOMO energy: -9.2419 eV
gap between HOMO and LUMO: 9.726 eV
largest force on an atom: 4.119 eV/Å

=====

Entry 8:
Computed, not measured: an isolated ion of composition C2H8N3 and charge +1, with ωB97M-V/def2-TZVPD.

ORCA input file:
```
! wB97M-V def2-TZVPD RIJCOSX def2/J DEFGRID3
* xyz 1 1
C 1.697 -0.772 -0.169
C -0.471 -0.709 0.214
N 0.684 -0.050 -0.054
N 0.678 1.349 -0.149
N -1.804 -0.121 -0.144
H 1.725 -1.871 -0.195
H 2.677 -0.268 -0.213
H -0.317 -1.808 0.307
H 1.520 1.735 0.020
H -0.004 1.739 0.526
H -2.552 -0.748 0.165
H -1.994 0.070 -1.120
H -1.954 0.728 0.514
*
```

HOMO energy: -11.8726 eV
gap between HOMO and LUMO: 8.092 eV
largest force on an atom: 5.487 eV/Å